(1)
DFT (wB97M-V/def2-TZVPD) results for a structure of composition C33H32I2N4O3S4Zr.

Each line ends with the Löwdin charge.
Element x y z (Å)
Zr1 -0.064633 -0.352234 -0.040688  1.654
C1 -0.665019 2.475621 -3.168996  -0.497
C2 0.849646 2.612143 -3.223049  -0.496
S1 1.525896 2.173480 -1.609311  0.838
C3 3.300875 2.200471 -1.963748  -0.487
C4 4.072937 1.451131 -0.883906  -0.493
S2 3.398481 -0.170201 -0.454308  0.903
C5 3.538418 -1.016654 -2.048032  -0.485
C6 2.625076 -2.225837 -2.110727  -0.467
S3 0.838386 -1.911794 -2.081977  0.902
C7 0.550116 -0.881462 -3.554249  -0.455
C8 -0.875879 -0.333902 -3.585871  -0.465
S4 -1.313175 0.972764 -2.392694  0.864
H1 -1.097098 2.541865 -4.167513  0.097
H2 -1.101115 3.282484 -2.578460  0.084
H3 1.109041 3.643034 -3.463660  0.100
H4 1.284568 1.971041 -3.990159  0.079
H5 3.642936 3.234223 -2.002386  0.097
H6 3.460631 1.763907 -2.949620  0.077
H7 4.064703 2.009946 0.053337  0.082
H8 5.115518 1.344969 -1.183806  0.097
H9 4.566665 -1.355591 -2.181203  0.102
H10 3.313655 -0.322659 -2.856067  0.062
H11 2.782730 -2.892020 -1.260111  0.087
H12 2.820067 -2.803925 -3.014621  0.100
H13 0.703146 -1.522561 -4.423356  0.105
H14 1.286451 -0.083408 -3.567740  0.044
H15 -1.598277 -1.127867 -3.405285  0.077
H16 -1.081768 0.073072 -4.576595  0.100
C9 -8.283909 2.429594 4.707318  -0.058
O1 -7.799940 1.876804 3.487558  -0.066
C10 -7.387845 0.597095 3.491536  -0.280
C11 -7.029360 0.067390 2.246836  0.014
C12 -6.583637 -1.230583 2.137210  -0.016
C13 -6.496186 -2.037407 3.278001  -0.281
C14 -6.911129 -1.525028 4.501588  -0.014
C15 -7.325586 -0.209454 4.626590  0.000
N1 -6.116112 -3.408770 3.313297  0.089
N2 -5.237732 -3.897308 2.591869  0.089
C16 -4.425816 -3.130195 1.704034  -0.226
C17 -4.435764 -3.412061 0.363440  0.002
C18 -3.548271 -2.780042 -0.532462  0.039
C19 -2.629716 -1.895722 -0.049947  -0.298
O2 -1.688795 -1.244639 -0.784052  -0.412
C20 -2.580997 -1.603931 1.325396  -0.143
N3 -1.595074 -0.733115 1.700749  0.015
C21 -1.514721 -0.428156 2.990693  -0.079
C22 -2.354959 -0.980984 3.957121  0.000
C23 -3.317570 -1.887741 3.587119  0.058
C24 -3.462637 -2.220818 2.229254  -0.077
H17 -8.600090 3.440335 4.471623  0.097
H18 -7.497370 2.460925 5.464013  0.096
H19 -9.135790 1.860415 5.082803  0.102
H20 -7.140634 0.694920 1.372473  0.125
H21 -6.354198 -1.623333 1.157944  0.111
H22 -6.907495 -2.182739 5.361721  0.123
H23 -7.626783 0.162586 5.594399  0.109
H24 -5.146169 -4.137500 -0.011080  0.132
H25 -3.582231 -3.012128 -1.588660  0.130
H26 -0.751576 0.275996 3.290213  0.111
H27 -2.225314 -0.694276 4.990669  0.122
H28 -3.957033 -2.344968 4.330755  0.128
I1 2.976916 -3.358771 2.848257  1.027
C25 2.592518 -1.337087 3.067517  -0.643
C26 3.210137 -0.599270 4.101846  -0.187
C27 2.990426 0.741998 4.254589  -0.654
I2 3.947874 1.747868 5.806750  1.022
C28 2.114047 1.421878 3.363865  -0.195
C29 1.768477 2.786737 3.444256  0.007
C30 0.876346 3.333904 2.556773  -0.007
C31 0.320413 2.524922 1.566033  -0.120
N4 0.624757 1.242900 1.440878  -0.058
C32 1.513418 0.675475 2.328208  -0.206
C33 1.758825 -0.711048 2.177328  -0.475
O3 1.126003 -1.354834 1.176139  -0.372
H29 3.869908 -1.119665 4.782611  0.092
H30 2.207367 3.396139 4.223862  0.078
H31 0.594033 4.374903 2.614199  0.125
H32 -0.385745 2.933863 0.853649  0.119

Forces on atoms 1 to 6 (eV/Å):
Zr -0.1 0.0 -0.5
C 0.0 0.0 0.0
C 0.0 0.0 0.0
S 0.0 0.0 0.1
C 0.0 0.0 0.0
C 0.0 0.0 0.0

Calculated values
Maximum force ... 0.5 eV Å⁻¹
HOMO level ... -12.0 eV
ΔE to the lowest compared entry with this formula, charge and spin ... 0.0 kcal/mol
Frontier orbital gap ... 5.78 eV
Net charge ... +2

(2)
DFT (wB97M-V/def2-TZVPD) results for a structure of composition C33H32N3O2P2S2W in a non-equilibrium geometry.

Each line ends with the Löwdin charge.
Element x y z (Å)
W1 -0.520097 0.615565 2.471708  1.006
C1 3.191603 2.799265 1.209108  0.055
C2 2.317303 2.162065 2.241608  -0.426
O1 1.207703 1.675065 1.920608  -0.166
N1 2.753603 2.111265 3.498608  0.118
C3 1.966803 1.511065 4.574608  -0.116
C4 0.662803 2.242965 4.830708  -0.213
C5 0.640103 3.284465 5.738908  0.001
C6 -0.553197 3.913065 6.073308  -0.002
C7 -1.721097 3.399165 5.511908  -0.017
C8 -1.641697 2.361565 4.616808  -0.113
N2 -0.470797 1.793065 4.200608  -0.085
H1 3.591403 2.015665 0.561208  0.075
H2 4.008103 3.364665 1.647708  0.092
H3 2.585603 3.450765 0.582508  0.111
H4 3.669803 2.472865 3.721308  0.160
H5 2.572103 1.544965 5.480608  0.138
H6 1.747403 0.456165 4.325008  0.014
H7 1.561303 3.607365 6.200308  0.124
H8 -0.578597 4.735565 6.767208  0.121
H9 -2.686197 3.807865 5.766408  0.122
H10 -2.554497 1.913765 4.227008  0.079
S1 0.383603 -1.216135 3.373308  0.256
O2 -1.290597 2.461665 1.408008  -0.694
S2 -2.724797 1.925265 1.651008  0.741
N3 -2.447097 0.589065 2.383808  -0.575
C9 -1.976597 0.068765 -0.838892  -0.490
P1 -0.560497 -0.408435 0.238308  0.910
C10 -0.732797 -2.201235 0.464508  -0.409
C11 -1.841097 -2.586235 1.221708  -0.145
C12 -2.085897 -3.926435 1.443808  -0.064
C13 -1.210597 -4.880735 0.945508  -0.066
C14 -0.080697 -4.492935 0.248808  -0.079
C15 0.165603 -3.152535 0.005708  -0.099
C16 1.000403 -0.082935 -0.625692  -0.346
C17 2.168003 -0.524935 0.002608  -0.122
C18 3.401703 -0.216835 -0.542392  -0.092
C19 3.479903 0.572065 -1.683692  -0.083
C20 2.324803 1.040865 -2.287592  -0.057
C21 1.085703 0.714065 -1.761892  -0.077
P2 -2.499997 -0.680535 -2.513892  1.090
C22 -1.392697 -2.132435 -2.700492  -0.406
C23 -0.074397 -2.089635 -3.140692  -0.112
C24 0.638303 -3.265335 -3.298192  -0.075
C25 0.046303 -4.488935 -3.030992  -0.085
C26 -1.270997 -4.539035 -2.606092  -0.088
C27 -1.984897 -3.366535 -2.443392  -0.112
C28 -1.816697 0.523665 -3.712492  -0.417
C29 -1.903897 1.897365 -3.489892  -0.124
C30 -1.516197 2.796765 -4.466092  -0.081
C31 -1.083597 2.341365 -5.699892  -0.081
C32 -1.065797 0.980765 -5.959292  -0.071
C33 -1.432597 0.078565 -4.977192  -0.104
H11 -1.919697 1.155265 -0.972692  0.008
H12 -2.851897 -0.117135 -0.196792  0.012
H13 -2.488597 -1.826735 1.659608  0.078
H14 -2.946497 -4.229935 2.020108  0.110
H15 -1.396497 -5.928535 1.124908  0.109
H16 0.617503 -5.234835 -0.106092  0.114
H17 1.047603 -2.853235 -0.539192  0.099
H18 2.090303 -1.113435 0.913108  0.085
H19 4.309603 -0.577635 -0.079592  0.113
H20 4.445003 0.828165 -2.093292  0.110
H21 2.383703 1.668965 -3.164292  0.113
H22 0.190103 1.078965 -2.242692  0.084
H23 0.396803 -1.145035 -3.367992  0.090
H24 1.662503 -3.222735 -3.639092  0.110
H25 0.613103 -5.399135 -3.157692  0.110
H26 -1.744397 -5.489235 -2.411292  0.113
H27 -3.012597 -3.397935 -2.110492  0.101
H28 -2.286697 2.282365 -2.554792  0.095
H29 -1.573797 3.857165 -4.270092  0.106
H30 -0.784597 3.048365 -6.458392  0.105
H31 -0.779497 0.620265 -6.935992  0.108
H32 -1.422797 -0.980635 -5.193392  0.106

Forces on atoms 1 to 6 (eV/Å):
W 1.1 -2.9 0.5
C -0.2 -0.1 0.0
C 0.0 -0.1 0.2
O 0.5 0.3 -0.1
N 0.0 0.0 -0.1
C -0.2 -0.2 -0.1

Calculated values
Maximum force ... 3.3 eV Å⁻¹
HOMO level (alpha / beta) ... -10.2 / -10.0 eV
Frontier orbital gap (alpha / beta) ... 6.16 / 6.15 eV
Net charge ... +1

Among the records above, which one has the highest net charge?
C33H32I2N4O3S4Zr

Which of these has the lowest maximum force?
C33H32I2N4O3S4Zr